C15H13IrN3O2S3 as an isolated structure, computed with wB97M-V/def2-TZVPD.

Values from the calculation:
E_tot = -59674.67353 eV
HOMO-LUMO gap (spin up / spin down) = 7.8 / 5.7 eV
E_LUMO (spin up / spin down) = 0.018 / -0.102 hartree
Relative energy (zero: lowest compared OMol25 entry of this formula, charge and spin) = 5.5 kcal/mol

The geometry in ORCA input format:
```
! RIJCOSX wB97M-V def2-TZVPD def2/J DEFGRID3
* xyz 0 6
Ir 0.49 0.53 -0.96
S 0.94 1.31 1.18
C 0.50 -0.06 2.12
C 0.89 -0.09 3.48
C 0.53 -1.12 4.30
C -0.24 -2.20 3.81
C -0.63 -2.21 2.50
C -0.27 -1.15 1.62
S -0.80 -1.24 0.01
H 1.47 0.74 3.86
H 0.84 -1.11 5.34
H -0.52 -3.01 4.46
H -1.21 -3.04 2.11
C -2.83 1.62 1.47
C -2.99 1.78 -0.01
C -4.20 2.10 -0.61
C -4.21 2.20 -1.99
N -3.14 1.99 -2.76
C -2.03 1.68 -2.10
S -0.53 1.31 -2.95
N -1.91 1.60 -0.77
H -3.59 2.19 2.00
H -1.84 1.94 1.78
H -2.95 0.57 1.74
H -5.08 2.28 -0.02
H -5.13 2.46 -2.51
O 2.22 -1.34 -0.22
C 2.76 -1.07 -1.30
C 3.96 -1.74 -1.93
C 4.06 -1.04 -3.28
C 2.97 0.03 -3.27
O 2.73 0.82 -4.14
N 2.27 -0.07 -2.06
H 3.77 -2.81 -1.99
H 4.83 -1.60 -1.29
H 3.87 -1.70 -4.13
H 5.02 -0.55 -3.47
*
```

***

One molecule with the formula C4H8, computed with wB97M-V/def2-TZVPD.

Values from the calculation:
E_tot = -4276.86827 eV
HOMO-LUMO gap = 12.2 eV
E_LUMO = 0.050 hartree
Relative energy (zero: lowest compared OMol25 entry of this formula, charge and spin) = 7.5 kcal/mol
SMILES = C1CCC1

The geometry in ORCA input format:
```
! RIJCOSX wB97M-V def2-TZVPD def2/J DEFGRID3
* xyz 0 1
C -0.56 -0.91 0.23
C -0.48 0.51 0.84
C 0.44 0.94 -0.33
C 0.61 -0.55 -0.72
H -1.50 -1.06 -0.32
H -0.40 -1.75 0.91
H -1.43 1.05 0.91
H 0.00 0.54 1.82
H -0.11 1.50 -1.10
H 1.35 1.49 -0.09
H 0.49 -0.79 -1.77
H 1.56 -0.98 -0.38
*
```

***

C27H52FeN3O2P2 as an isolated structure at a distorted geometry, computed with wB97M-V/def2-TZVPD.

Values from the calculation:
E_tot = -90364.21902 eV
HOMO-LUMO gap (spin up / spin down) = 7.3 / 8.0 eV
E_LUMO (spin up / spin down) = -0.106 / -0.109 hartree

The geometry in ORCA input format:
```
! RIJCOSX wB97M-V def2-TZVPD def2/J DEFGRID3
* xyz 1 5
Fe 0.55 -0.23 0.48
P 0.21 -2.27 -0.78
P 0.17 1.96 1.14
N 2.05 0.16 -0.74
C 1.79 -2.00 -1.78
H 2.56 -2.05 -0.98
H 2.03 -2.67 -2.63
C 1.79 -0.49 -2.08
H 2.69 -0.15 -2.58
H 0.99 -0.13 -2.79
C 2.00 1.64 -0.91
H 1.35 2.10 -1.69
H 3.03 1.78 -1.30
C 1.90 2.26 0.48
H 2.22 3.31 0.51
H 2.58 1.64 1.08
C 0.29 2.84 2.74
C 1.03 2.00 3.77
H 2.07 1.81 3.50
H 0.52 1.04 3.95
H 1.04 2.55 4.71
C -0.81 3.02 -0.03
C -2.32 3.03 0.24
H -2.80 3.58 -0.59
H -2.58 3.55 1.16
H -2.74 2.01 0.28
C -1.09 -2.30 -2.14
C -2.45 -2.79 -1.65
H -3.17 -2.73 -2.48
H -2.83 -2.20 -0.81
H -2.41 -3.83 -1.34
C 0.40 -3.97 -0.09
C -0.81 -4.39 0.74
H -0.49 -4.90 1.66
H -1.44 -5.10 0.19
H -1.45 -3.55 1.05
C -1.40 1.89 -3.50
C -0.22 4.45 -0.12
H -0.04 4.91 0.87
H 0.72 4.47 -0.68
H -0.94 5.09 -0.63
C -0.63 -3.04 -3.39
H -1.41 -2.92 -4.15
H 0.30 -2.66 -3.81
H -0.53 -4.11 -3.22
C 0.83 -5.02 -1.11
H 1.32 -5.85 -0.58
H -0.03 -5.45 -1.63
H 1.56 -4.65 -1.84
C -1.06 3.33 3.28
H -1.83 2.55 3.21
H -0.92 3.56 4.34
H -1.40 4.24 2.79
H 0.92 3.71 2.47
H 1.24 -3.78 0.60
H -0.68 2.52 -1.02
H -1.20 -1.23 -2.38
O -2.59 1.93 -3.55
H -0.81 1.31 -2.84
H -0.36 2.02 -3.90
C 6.55 0.84 5.33
C 5.40 0.55 6.28
N 4.48 -0.51 5.79
C 3.80 -1.22 6.91
C 2.41 -0.73 7.27
C 3.92 -0.30 4.55
O 4.15 0.76 3.95
C 2.99 -1.30 3.89
C 2.40 -2.45 4.46
C 1.16 -2.89 3.97
C 0.59 -2.18 2.92
N 1.25 -1.22 2.23
C 2.49 -0.85 2.66
H 7.08 -0.09 5.11
H 7.23 1.55 5.82
H 6.16 1.32 4.42
H 5.80 0.17 7.24
H 4.82 1.48 6.45
H 3.79 -2.29 6.66
H 4.46 -1.10 7.78
H 1.71 -0.81 6.44
H 2.02 -1.36 8.08
H 2.47 0.32 7.64
H 2.93 -3.00 5.22
H 0.62 -3.75 4.42
H -0.45 -2.38 2.62
H 3.03 -0.12 2.06
*
```

***

C20H27ClCrN4O5 as an isolated structure, computed with wB97M-V/def2-TZVPD.

Values from the calculation:
E_tot = -78313.15394 eV
HOMO-LUMO gap (spin up / spin down) = 7.1 / 7.6 eV
E_LUMO (spin up / spin down) = -0.001 / -0.001 hartree
Relative energy (zero: lowest compared OMol25 entry of this formula, charge and spin) = 47.6 kcal/mol

The geometry in ORCA input format:
```
! RIJCOSX wB97M-V def2-TZVPD def2/J DEFGRID3
* xyz 0 5
Cr -0.13 0.01 -0.28
O -1.56 1.29 3.00
Cl -1.88 1.66 1.67
O -3.20 2.20 1.57
O -0.92 2.60 1.13
O -1.87 0.42 0.81
N -0.25 -2.29 1.58
C -1.38 -3.12 2.01
C -2.11 -3.68 0.79
C -2.88 -2.58 0.03
C -2.49 -2.40 -1.44
N -1.16 -1.79 -1.52
H 0.62 -2.80 1.60
H -0.11 -1.48 2.17
H -2.07 -2.51 2.58
H -1.06 -3.94 2.66
H -2.79 -4.47 1.09
H -1.37 -4.16 0.14
H -2.72 -1.61 0.52
H -3.95 -2.79 0.07
H -3.20 -1.72 -1.93
H -2.54 -3.36 -1.97
H -0.88 -1.64 -2.48
H -0.47 -2.43 -1.12
C 2.85 -0.16 -3.55
C 1.95 0.44 -2.52
O 1.31 -0.30 -1.76
N 1.87 1.77 -2.49
C 1.02 2.55 -1.59
C -0.43 2.56 -2.01
C -1.03 3.68 -2.55
C -2.38 3.64 -2.86
C -3.08 2.47 -2.64
C -2.40 1.38 -2.11
N -1.10 1.43 -1.80
H 3.20 -1.13 -3.19
H 3.70 0.48 -3.78
H 2.28 -0.32 -4.47
H 2.40 2.27 -3.18
H 1.42 3.57 -1.58
H 1.12 2.17 -0.58
H -0.45 4.59 -2.69
H -2.88 4.51 -3.27
H -4.13 2.39 -2.85
H -2.91 0.45 -1.88
C 1.40 0.09 1.10
C 2.32 0.14 1.90
C 3.40 0.19 2.84
C 3.23 0.81 4.09
C 4.27 0.86 5.00
C 5.50 0.30 4.70
C 5.69 -0.31 3.46
C 4.65 -0.37 2.55
H 2.26 1.24 4.32
H 4.12 1.34 5.96
H 6.31 0.34 5.41
H 6.65 -0.75 3.21
H 4.79 -0.84 1.59
*
```

***

One molecule with the formula C5H6N2OS at a distorted geometry, computed with wB97M-V/def2-TZVPD.

Values from the calculation:
E_tot = -21143.97012 eV
HOMO-LUMO gap = 9.7 eV
E_LUMO = 0.006 hartree
Relative energy (zero: lowest compared OMol25 entry of this formula, charge and spin) = 26.0 kcal/mol
SMILES = O=C(CS)n1ccnc1

The geometry in ORCA input format:
```
! RIJCOSX wB97M-V def2-TZVPD def2/J DEFGRID3
* xyz 0 1
C -2.10 -1.26 0.19
C -0.78 -1.00 -0.01
C -1.89 0.90 0.27
C 0.48 1.21 0.11
C 1.89 0.42 -0.56
N -2.78 -0.06 0.38
N -0.62 0.42 0.12
O 0.52 2.38 0.36
S 2.66 -0.49 0.73
H -2.48 -2.20 0.28
H 0.14 -1.64 0.05
H -2.12 1.95 0.36
H 2.58 1.14 -0.96
H 1.37 -0.16 -1.36
H 3.12 -1.61 0.04
*
```

***

A 2-piece molecular cluster, C2H3FIN overall at a distorted geometry, computed with wB97M-V/def2-TZVPD.

Values from the calculation:
E_tot = -14428.51773 eV
HOMO-LUMO gap = 10.0 eV
E_LUMO = -0.008 hartree
Relative energy (zero: lowest compared OMol25 entry of this formula, charge and spin) = 40.4 kcal/mol

The geometry in ORCA input format:
```
! RIJCOSX wB97M-V def2-TZVPD def2/J DEFGRID3
* xyz 0 1
C -0.37 -2.38 -0.86
C 1.20 -0.87 0.90
N 0.31 -1.69 -0.17
F -1.71 1.34 -1.81
I 2.81 0.10 -0.11
H -2.01 0.52 -1.40
H 0.72 0.07 1.35
H 1.62 -1.63 1.65
*
```

***

C35H26F3N2O5PSr as an isolated structure at a distorted geometry, computed with wB97M-V/def2-TZVPD.

Values from the calculation:
E_tot = -68215.52131 eV
HOMO-LUMO gap = 5.9 eV
E_LUMO = 0.156 hartree
Relative energy (zero: lowest compared OMol25 entry of this formula, charge and spin) = 30.2 kcal/mol

The geometry in ORCA input format:
```
! RIJCOSX wB97M-V def2-TZVPD def2/J DEFGRID3
* xyz -2 1
Sr -1.03 0.19 -0.47
C 1.62 -4.82 1.09
O 0.74 -4.14 0.25
C -0.59 -4.11 0.61
C -1.16 -5.03 1.47
C -2.51 -4.94 1.81
C -3.26 -3.90 1.29
C -2.71 -2.93 0.43
C -3.59 -1.87 0.00
N -3.20 -0.84 -0.64
N -4.12 0.13 -0.93
C -3.60 1.07 -1.70
O -2.45 1.10 -2.22
C -4.51 2.24 -1.95
C -5.78 2.32 -1.37
C -6.58 3.43 -1.60
C -6.13 4.46 -2.41
C -4.87 4.39 -2.98
C -4.07 3.29 -2.75
C -1.33 -3.01 0.04
O -0.75 -2.19 -0.73
H 2.63 -4.57 0.75
H 1.49 -5.91 1.05
H 1.51 -4.49 2.13
H -0.56 -5.82 1.89
H -2.95 -5.66 2.48
H -4.30 -3.81 1.56
H -4.65 -1.96 0.27
H -6.09 1.52 -0.72
H -7.55 3.49 -1.13
H -6.76 5.33 -2.57
H -4.51 5.21 -3.60
H -3.08 3.21 -3.17
C 3.08 -2.07 -3.46
C 2.62 -2.52 -2.23
C 2.44 -1.62 -1.18
C 2.69 -0.27 -1.36
C 3.12 0.18 -2.61
C 3.33 -0.71 -3.65
P 2.34 0.98 -0.06
C 4.03 1.65 0.26
C 4.09 2.85 0.97
C 5.31 3.41 1.32
C 6.49 2.79 0.94
C 6.44 1.61 0.23
C 5.22 1.04 -0.11
C 2.02 -0.03 1.42
C 3.03 -0.46 2.27
C 2.71 -1.28 3.34
C 1.39 -1.68 3.51
C 0.41 -1.25 2.63
C 0.66 -0.39 1.54
H 3.22 -2.77 -4.27
H 2.38 -3.56 -2.07
H 2.06 -1.99 -0.23
H 3.29 1.24 -2.77
H 3.67 -0.35 -4.61
H 3.17 3.33 1.27
H 5.33 4.34 1.88
H 7.44 3.24 1.21
H 7.36 1.11 -0.07
H 5.20 0.10 -0.66
H 4.06 -0.15 2.11
H 3.48 -1.61 4.03
H 1.12 -2.33 4.34
H -0.60 -1.61 2.80
F -3.87 4.95 0.79
C -2.59 4.50 0.90
F -2.04 5.23 1.91
F -1.96 4.89 -0.23
C -2.51 2.94 1.19
O -3.29 2.55 2.04
O -1.66 2.36 0.50
*
```

***

C14H15O4PSc as an isolated structure at a distorted geometry, computed with wB97M-V/def2-TZVPD.

Values from the calculation:
E_tot = -52901.54131 eV
HOMO-LUMO gap (spin up / spin down) = 4.2 / 4.2 eV
E_LUMO (spin up / spin down) = -0.519 / -0.519 hartree
Relative energy (zero: lowest compared OMol25 entry of this formula, charge and spin) = 132.5 kcal/mol

The geometry in ORCA input format:
```
! RIJCOSX wB97M-V def2-TZVPD def2/J DEFGRID3
* xyz 3 1
Sc -0.44 1.41 -1.73
C 0.84 -0.16 -1.89
O 1.55 -1.09 -1.93
C -0.19 1.40 -3.84
O -0.08 1.40 -4.94
C 1.16 2.57 -1.67
O 2.05 3.26 -1.58
C -1.94 0.19 -2.03
O -2.85 -0.55 -2.13
C -1.79 3.05 -1.12
H -2.65 2.55 -0.62
H -1.18 3.70 -0.46
C -1.72 3.15 -2.47
H -1.04 3.88 -2.98
H -2.51 2.73 -3.14
C -0.19 1.31 1.50
P -0.40 -0.27 0.49
C -0.92 -1.86 -0.46
C 0.53 -1.14 1.72
C 1.95 -1.01 1.84
C 2.66 -1.95 2.52
C 2.05 -3.04 3.12
C 0.66 -3.16 3.05
C -0.09 -2.24 2.39
H -0.83 2.07 1.12
H 0.88 1.61 1.44
H -0.46 1.07 2.54
H -0.12 -2.50 -0.33
H -1.82 -2.22 -0.04
H -0.98 -1.84 -1.59
H 2.45 -0.19 1.29
H 3.78 -1.87 2.57
H 2.64 -3.82 3.63
H 0.17 -4.05 3.49
H -1.17 -2.38 2.26
*
```

***

C3H3FN2OS as an isolated structure at a distorted geometry, computed with wB97M-V/def2-TZVPD.

Values from the calculation:
E_tot = -21735.97409 eV
HOMO-LUMO gap = 6.9 eV
E_LUMO = -0.031 hartree
Relative energy (zero: lowest compared OMol25 entry of this formula, charge and spin) = 86.7 kcal/mol

The geometry in ORCA input format:
```
! RIJCOSX wB97M-V def2-TZVPD def2/J DEFGRID3
* xyz 0 1
C 0.75 0.55 1.21
C 0.66 0.12 -0.71
C -0.64 0.12 -0.33
H 0.48 0.56 3.48
H 2.23 0.86 2.64
H -2.23 -1.97 0.54
N 1.17 0.67 2.54
N 1.53 0.57 0.15
O -0.63 0.32 0.99
F 1.09 -0.15 -1.95
S -1.79 -0.88 -1.06
*
```

***

C15H15N8OPt as an isolated structure at a distorted geometry, computed with wB97M-V/def2-TZVPD.

Values from the calculation:
E_tot = -33003.72505 eV
HOMO-LUMO gap (spin up / spin down) = 7.5 / 6.6 eV
E_LUMO (spin up / spin down) = -0.132 / -0.167 hartree

The geometry in ORCA input format:
```
! RIJCOSX wB97M-V def2-TZVPD def2/J DEFGRID3
* xyz 1 3
Pt -0.42 -0.57 -1.06
C 0.78 2.29 2.20
C 0.23 1.60 1.00
N 0.71 0.50 0.54
N 1.77 -0.16 0.97
C 2.11 -1.13 0.12
O 1.50 -1.33 -0.98
C 3.26 -1.97 0.49
C 3.64 -3.02 -0.34
C 4.71 -3.82 0.00
C 5.41 -3.58 1.18
C 5.04 -2.53 2.01
C 3.97 -1.73 1.67
C -0.84 2.18 0.19
C -1.60 3.27 0.61
C -2.56 3.80 -0.24
C -2.72 3.25 -1.50
C -1.94 2.16 -1.86
N -1.04 1.64 -1.03
H 1.64 1.75 2.58
H 0.02 2.35 2.98
H 1.08 3.31 1.95
H 3.10 -3.20 -1.26
H 5.00 -4.64 -0.64
H 6.25 -4.21 1.44
H 5.59 -2.34 2.92
H 3.67 -0.91 2.30
H -1.44 3.68 1.59
H -3.16 4.64 0.08
H -3.43 3.66 -2.21
H -2.02 1.70 -2.83
N -5.49 -0.61 -2.63
N -4.44 -0.68 -1.78
N -4.58 -0.59 -0.48
C -3.33 -0.64 -0.06
N -2.49 -0.77 -1.10
N -3.22 -0.78 -2.21
H -6.36 -0.76 -2.14
H -5.36 -1.17 -3.45
H -3.04 -0.61 0.97
*
```

***

C25H20AsBN9S4Tc as an isolated structure at a distorted geometry, computed with wB97M-V/def2-TZVPD.

Values from the calculation:
E_tot = -146701.66860 eV
HOMO-LUMO gap (spin up / spin down) = 4.3 / 4.3 eV
E_LUMO (spin up / spin down) = -0.343 / -0.343 hartree
Relative energy (zero: lowest compared OMol25 entry of this formula, charge and spin) = 0.0 kcal/mol

The geometry in ORCA input format:
```
! RIJCOSX wB97M-V def2-TZVPD def2/J DEFGRID3
* xyz 2 1
Tc 0.20 -0.10 0.89
C 1.58 -3.61 3.00
C 0.78 -3.01 2.05
N 1.06 -1.70 1.98
N 2.04 -1.45 2.89
C 2.37 -2.58 3.50
B 2.56 -0.01 3.08
N 1.37 0.87 3.50
C 1.17 1.59 4.61
C -0.07 2.20 4.54
C -0.59 1.80 3.32
N 0.28 0.99 2.69
N 3.03 0.48 1.69
C 4.22 0.89 1.26
C 4.13 1.19 -0.10
C 2.83 0.92 -0.44
N 2.16 0.49 0.65
H 1.60 -4.65 3.29
H 0.01 -3.44 1.43
H 3.14 -2.59 4.26
H 3.44 0.03 3.88
H 1.93 1.62 5.38
H -0.53 2.85 5.26
H -1.53 2.06 2.85
H 5.05 0.96 1.94
H 4.92 1.56 -0.74
H 2.32 1.02 -1.39
N -4.96 0.50 -7.95
C -4.32 0.47 -6.99
C -3.52 0.42 -5.79
C -3.85 -0.48 -4.78
C -3.08 -0.52 -3.63
C -2.00 0.34 -3.48
C -1.67 1.24 -4.50
C -2.43 1.28 -5.65
C -1.19 0.27 -2.24
C -0.48 -0.90 -1.99
C -0.23 -1.95 -2.87
C 0.72 -2.80 -2.28
C 1.02 -2.26 -1.06
N 0.28 -1.13 -0.84
C -1.09 1.40 -1.43
C -1.57 2.68 -1.66
C -1.08 3.54 -0.65
C -0.34 2.77 0.18
N -0.36 1.45 -0.23
H -4.70 -1.13 -4.90
H -3.33 -1.22 -2.84
H -0.82 1.90 -4.39
H -2.18 1.96 -6.45
H -0.67 -2.04 -3.85
H 1.16 -3.69 -2.70
H 1.73 -2.62 -0.34
H -2.20 2.95 -2.49
H -1.25 4.60 -0.55
H 0.20 3.07 1.07
S -1.99 -3.15 3.97
As -2.50 -1.03 3.55
S -1.89 -0.79 1.45
S -0.45 -1.89 4.60
S -0.44 -1.63 6.49
*
```

***

One molecule with the formula C5H7NO at a distorted geometry, computed with wB97M-V/def2-TZVPD.

Values from the calculation:
E_tot = -8834.24520 eV
HOMO-LUMO gap = 10.4 eV
E_LUMO = 0.030 hartree
Relative energy (zero: lowest compared OMol25 entry of this formula, charge and spin) = 45.1 kcal/mol
SMILES = C=C=CCNC=O

The geometry in ORCA input format:
```
! RIJCOSX wB97M-V def2-TZVPD def2/J DEFGRID3
* xyz 0 1
O -2.92 -0.58 -0.74
C -2.50 0.43 -0.22
N -1.37 0.49 0.55
C -0.45 -0.64 0.54
C 0.53 -0.45 -0.58
C 1.68 0.10 -0.35
C 2.94 0.26 -0.06
H -3.00 1.41 -0.29
H -0.96 1.39 0.72
H -1.04 -1.54 0.41
H 0.06 -0.68 1.51
H 3.35 -0.74 0.04
H 0.23 -0.65 -1.60
H 3.47 1.20 0.07
*
```

***

Among the records above, which one has the highest E_tot? C4H8

***

Which value of E_tot does entry 11 give? -146701.66860 eV

***

What is the E_tot in the fifth record? -21143.97012 eV

***

Look up the E_tot of the eighth one. -52901.54131 eV